Entry 1:
C18H26N8O8SZn | ωB97M-V/def2-TZVPD

## Properties
**Kohn-Sham gap**: 8.5 eV
**Relative energy (zero: lowest compared OMol25 entry of this formula, charge and spin)**: 11.57 kcal per mole

The geometry in ORCA input format:
```
! RIJCOSX wB97M-V def2-TZVPD def2/J DEFGRID3
* xyz 0 1
Zn -0.194 0.392 1.450
C -2.306 3.878 -2.139
C -2.448 3.745 -0.672
N -3.181 4.479 0.095
N -2.969 3.980 1.353
C -2.118 2.949 1.393
S -1.566 2.095 2.714
N -1.783 2.792 0.078
N -0.943 1.782 -0.367
H -2.971 4.666 -2.481
H -2.574 2.946 -2.637
H -1.281 4.137 -2.407
H -3.438 4.381 2.146
H -1.412 1.258 -1.106
H -0.062 2.179 -0.679
O 2.298 -1.383 3.876
C 2.345 -0.234 3.513
C 3.365 0.804 3.985
C 3.184 1.976 3.023
C 1.987 1.556 2.200
O 1.475 2.194 1.273
N 1.516 0.341 2.562
H 4.361 0.364 3.977
H 3.130 1.061 5.019
H 4.036 2.128 2.360
H 2.974 2.931 3.505
C 2.863 -1.997 -1.935
C 3.009 -1.535 -0.487
C 3.973 -2.452 0.259
C 3.539 -0.097 -0.442
N 1.719 -1.710 0.195
N 0.685 -0.785 -0.203
H 3.819 -1.927 -2.456
H 2.146 -1.383 -2.487
H 2.517 -3.030 -1.965
H 4.947 -2.457 -0.230
H 3.584 -3.470 0.282
H 4.107 -2.117 1.290
H 4.545 -0.059 -0.862
H 3.582 0.268 0.584
H 2.929 0.602 -1.020
H 1.839 -1.590 1.197
H -0.043 -1.358 -0.623
H 1.028 -0.196 -0.957
O -1.405 -3.075 1.800
C -1.796 -2.108 1.195
O -1.759 -0.859 1.585
C -2.359 -2.242 -0.210
C -2.275 -3.393 -0.890
C -2.771 -3.540 -2.249
C -3.299 -2.516 -2.927
C -3.275 -1.186 -2.304
C -2.878 -1.030 -0.885
N -4.292 -0.222 -2.842
O -4.036 0.959 -2.825
O -5.315 -0.724 -3.252
H -1.851 -4.247 -0.377
H -2.745 -4.523 -2.699
H -3.756 -2.631 -3.899
H -2.940 -0.146 0.742
O -3.419 -0.051 -0.131
O -2.046 -0.574 -2.004
*
```

***

Entry 2:
C31H42FN7OPS3SiTe4V | ωB97M-V/def2-TZVPD

## Properties
**Kohn-Sham gap (alpha / beta)**: 4.2 / 4.3 eV

The geometry in ORCA input format:
```
! RIJCOSX wB97M-V def2-TZVPD def2/J DEFGRID3
* xyz -2 3
V -0.721 0.220 -0.276
C -2.811 -1.957 1.554
Si -1.356 -1.276 2.559
C -2.134 -0.583 4.155
C -0.375 -2.800 3.136
N -0.388 -0.074 1.795
C 0.401 0.724 2.591
C 1.032 0.294 3.776
C 1.817 1.136 4.557
C 2.017 2.459 4.200
C 1.415 2.927 3.037
C 0.649 2.074 2.280
F 0.111 2.561 1.151
H -3.742 -1.618 2.013
H -2.760 -3.049 1.621
H -2.855 -1.699 0.502
H -2.060 -1.305 4.976
H -3.191 -0.346 4.015
H -1.633 0.332 4.475
H -1.048 -3.650 3.278
H 0.119 -2.617 4.095
H 0.383 -3.076 2.401
H 0.906 -0.737 4.077
H 2.280 0.740 5.454
H 2.629 3.116 4.804
H 1.539 3.947 2.695
Te -3.098 1.444 0.403
Te -5.395 2.712 0.177
Te -2.954 4.852 -1.999
Te -1.506 2.747 -1.571
C 1.449 0.111 -0.684
C 2.337 1.262 -0.515
C 3.127 1.442 0.631
C 3.971 2.524 0.773
C 4.066 3.486 -0.232
C 3.284 3.334 -1.383
C 2.442 2.252 -1.513
C 4.980 4.588 -0.099
N 5.722 5.463 0.006
H 1.682 -0.692 0.020
H 1.469 -0.260 -1.706
H 3.063 0.710 1.427
H 4.560 2.637 1.675
H 3.340 4.078 -2.167
H 1.837 2.154 -2.406
C 0.520 -4.507 -3.445
N 0.579 -3.672 -2.267
C 1.836 -2.965 -2.083
P -0.463 -3.846 -0.999
O -0.566 -2.592 -0.207
N 0.062 -5.208 -0.171
C 1.480 -5.496 -0.057
C -0.706 -5.630 0.995
N -1.925 -4.388 -1.551
C -2.195 -5.753 -1.959
C -2.989 -3.459 -1.907
H 0.907 -3.943 -4.297
H -0.509 -4.777 -3.671
H 1.116 -5.427 -3.347
H 1.965 -2.221 -2.871
H 2.692 -3.652 -2.120
H 1.836 -2.439 -1.133
H 1.972 -5.384 -1.020
H 1.604 -6.535 0.264
H 1.988 -4.855 0.675
H -1.693 -5.172 0.981
H -0.218 -5.334 1.925
H -0.826 -6.719 0.991
H -1.344 -6.394 -1.743
H -2.416 -5.808 -3.032
H -3.070 -6.140 -1.424
H -2.764 -2.466 -1.540
H -3.930 -3.792 -1.459
H -3.114 -3.394 -2.992
S 2.140 1.556 -6.784
C 0.899 1.161 -5.744
S 1.054 0.016 -4.452
C -0.612 0.282 -3.950
N -1.206 1.148 -4.700
N -0.363 1.636 -5.686
C -0.917 2.687 -6.483
C -1.680 3.651 -5.839
C -2.253 4.671 -6.580
C -2.068 4.726 -7.955
C -1.309 3.752 -8.588
C -0.731 2.724 -7.856
S -1.353 -0.586 -2.663
H -1.829 3.598 -4.767
H -2.842 5.422 -6.069
H -2.517 5.526 -8.533
H -1.163 3.787 -9.661
H -0.132 1.966 -8.337
*
```

***

Entry 3:
C38H36NO8S | ωB97M-V/def2-TZVPD

## Properties
**Kohn-Sham gap**: 8.0 eV

The geometry in ORCA input format:
```
! RIJCOSX wB97M-V def2-TZVPD def2/J DEFGRID3
* xyz 1 1
C -5.990 4.170 -0.043
C -4.567 3.694 0.148
O -4.338 3.502 1.539
C -3.253 2.678 1.859
C -1.952 3.151 1.216
O -0.874 2.376 1.787
C 0.118 3.070 2.398
S 1.322 3.947 1.239
C 1.053 3.072 -0.309
C 2.377 2.927 -1.058
O 3.156 3.831 -1.127
C 0.698 5.621 1.006
C 1.660 6.463 0.164
C 1.050 7.869 0.060
N 0.354 8.196 -1.107
O 1.148 8.621 0.989
H -6.251 4.901 0.721
H -6.092 4.639 -1.023
H -6.690 3.336 -0.005
H -3.860 4.429 -0.260
H -4.411 2.749 -0.392
H -3.118 2.745 2.940
H -3.454 1.628 1.613
H -1.828 4.212 1.455
H -1.931 3.005 0.135
H -0.217 3.854 3.086
H 0.776 2.367 2.909
H 0.633 2.098 -0.046
H 0.322 3.601 -0.925
H 2.561 1.944 -1.520
H -0.312 5.604 0.594
H 0.647 6.030 2.019
H 2.615 6.560 0.678
H 1.814 6.020 -0.819
H 0.131 7.398 -1.686
H 0.789 8.919 -1.666
C 4.758 -5.163 -5.807
C 4.576 -6.022 -4.729
C 4.465 -5.516 -3.445
C 4.543 -4.144 -3.233
C 4.737 -3.282 -4.316
C 4.839 -3.796 -5.603
C 4.850 -1.811 -4.120
O 4.996 -1.050 -5.050
C 4.774 -1.291 -2.718
C 4.924 0.074 -2.500
C 4.843 0.576 -1.213
C 4.608 -0.279 -0.138
C 4.463 -1.638 -0.352
C 4.549 -2.148 -1.643
C 4.406 -3.624 -1.846
O 4.185 -4.355 -0.906
H 4.840 -5.563 -6.809
H 4.521 -7.091 -4.893
H 4.318 -6.169 -2.597
H 4.984 -3.115 -6.430
H 5.105 0.722 -3.348
H 4.976 1.638 -1.041
H 4.552 0.117 0.869
H 4.291 -2.323 0.468
C -0.230 -1.662 1.776
C -1.270 -0.823 1.385
C -2.577 -1.273 1.433
C -2.853 -2.561 1.874
C -1.812 -3.402 2.258
C -0.498 -2.948 2.212
C -2.079 -4.803 2.711
O -1.170 -5.524 3.056
C -3.494 -5.266 2.717
C -3.768 -6.575 3.094
C -5.077 -7.027 3.117
C -6.118 -6.174 2.770
C -5.852 -4.869 2.391
C -4.540 -4.411 2.359
C -4.278 -3.011 1.931
O -5.175 -2.251 1.637
H 0.796 -1.315 1.739
H -1.056 0.180 1.042
H -3.406 -0.647 1.130
H 0.296 -3.616 2.517
H -2.947 -7.225 3.365
H -5.289 -8.047 3.408
H -7.140 -6.530 2.794
H -6.650 -4.193 2.116
*
```